Here is 2 unconnected molecules or ions with the total composition C3H5N2 at a distorted geometry from OMol25. Energies are from the ωB97M-V functional and the def2-TZVPD basis.

Geometry as XYZ:
```
10
Properties=species:S:1:pos:R:3:forces:R:3:mulliken_charge:R:1
C -0.914674 -0.113993 -1.459867 0.62 -0.32 -0.91 -0.184
C 1.577859 0.345413 0.968654 0.22 -2.08 1.30 0.090
C -1.550028 0.927093 -1.038293 -1.07 1.80 -0.31 0.043
N -0.716213 0.256554 -0.140517 -0.46 0.27 1.34 -0.582
N 1.188320 -0.789672 1.339508 -1.64 -1.66 -0.04 -0.156
H -0.315111 -0.757511 -2.065442 -0.52 -0.26 -0.77 0.335
H 0.858082 0.920427 0.477749 -0.76 1.94 -1.08 0.468
H -2.081124 1.910383 -1.075812 0.41 -1.39 -0.16 0.328
H 0.192734 -1.261548 1.155956 2.17 2.08 0.11 0.397
H 1.760156 -1.437146 1.838063 1.03 -0.38 0.53 0.262
```
Positions in Å, forces in eV/Å.

Results
highest occupied orbital energy (spin up / spin down)	-11.8 / -16.0	eV
⟨S²⟩	2.0111
HOMO-LUMO gap (spin up / spin down)	6.63 / 8.68	eV
energy relative to the best compared isomer or geometry (same formula, charge and spin)	319.08	kJ/mol
F_max	3.009	eV/A
total charge	+1
spin multiplicity	3
molar mass	69.09	g/mol
electronic energy	-226.276977	hartree
LUMO energy (spin up / spin down)	-5.160 / -7.333	eV